This record from the OMol25 dataset describes a 7-piece molecular cluster, C19H51Cl4NO17P4 overall. The level of theory is wB97M-V/def2-TZVPD.

highest occupied orbital energy = -9.3 eV
structure (SMILES) = COP(=O)(OC)OC.COP(=O)(OC)OC.COP(=O)(OC)OC.COP(=O)(OC)OC.CNC(C)=O.ClCCCl.ClCCCl
orbital gap = 9.4 eV

Each atom is followed by the atoms it is bonded to, with distances in Å.
Atoms and positions in Å:
1 C 9.22218 -2.53803 30.67468  C2 1.512, H6 1.088, H7 1.086, H8 1.093
2 C 10.37700 -1.69861 31.17285  C1 1.512, O3 1.225, N4 1.346
3 O 11.15243 -2.08814 32.03749  C2 1.225
4 N 10.57549 -0.52987 30.53444  C2 1.346, C5 1.439, H9 1.009
5 C 11.63763 0.37203 30.89485  N4 1.439, H10 1.091, H11 1.090, H12 1.089
6 H 8.49016 -1.93406 30.14295  C1 1.088
7 H 8.86178 -3.10698 31.52632  C1 1.086
8 H 9.63628 -3.24245 29.94863  C1 1.093
9 H 10.09849 -0.45866 29.64825  N4 1.009
10 H 11.49930 0.74958 31.90890  C5 1.091
11 H 11.58883 1.25613 30.25897  C5 1.090
12 H 12.64897 -0.02860 30.83808  C5 1.089
13 C 7.23226 4.92690 32.29355  O14 1.404, H21 1.094, H22 1.092, H23 1.093
14 O 8.60223 4.62144 32.25283  C13 1.404, P15 1.597
15 P 9.65454 5.55008 31.49065  O14 1.597, O16 1.460, O17 1.623, O19 1.596
16 O 11.06622 5.24905 31.71024  P15 1.460
17 O 9.06477 5.52090 29.97921  P15 1.623, C18 1.432
18 C 9.24666 4.30898 29.23892  O17 1.432, H24 1.092, H25 1.091, H26 1.092
19 O 9.21342 7.01987 31.93034  P15 1.596, C20 1.411
20 C 9.53111 8.14831 31.14508  O19 1.411, H27 1.094, H28 1.092, H29 1.091
21 H 6.56436 4.25837 31.74204  C13 1.094
22 H 6.95670 5.91599 31.92233  C13 1.092
23 H 6.88398 4.85447 33.32703  C13 1.093
24 H 9.78499 4.45183 28.29951  C18 1.092
25 H 8.22146 3.99227 29.04117  C18 1.091
26 H 9.82973 3.57190 29.79550  C18 1.092
27 H 9.27962 7.96516 30.09598  C20 1.094
28 H 10.57073 8.47411 31.21493  C20 1.092
29 H 8.90468 8.99515 31.43084  C20 1.091
30 C 11.76094 -2.11942 20.07491  O31 1.418, H38 1.091, H39 1.086, H40 1.092
31 O 11.38533 -1.09808 20.98419  C30 1.418, P32 1.582
32 P 11.89350 -1.03841 22.48096  O31 1.582, O33 1.473, O34 1.626, O36 1.597
33 O 11.35027 0.16367 23.13669  P32 1.473
34 O 11.51514 -2.48907 23.11007  P32 1.626, C35 1.442
35 C 10.65377 -2.50702 24.26607  O34 1.442, H41 1.088, H42 1.087, H43 1.092
36 O 13.46674 -1.06269 22.20821  P32 1.597, C37 1.417
37 C 14.48278 -0.49858 23.01866  O36 1.417, H44 1.087, H45 1.094, H46 1.095
38 H 12.63646 -2.69446 20.37979  C30 1.091
39 H 11.93350 -1.66755 19.10279  C30 1.086
40 H 10.97826 -2.87441 19.97633  C30 1.092
41 H 11.17135 -3.01930 25.07450  C35 1.088
42 H 9.69171 -2.92965 23.98910  C35 1.087
43 H 10.49152 -1.48282 24.60948  C35 1.092
44 H 15.28232 -0.23615 22.33007  C37 1.087
45 H 14.83673 -1.18565 23.79328  C37 1.094
46 H 14.14065 0.37745 23.57929  C37 1.095
47 C 8.38599 2.00368 22.12666  O48 1.443, H55 1.091, H56 1.083, H57 1.087
48 O 7.86336 0.99328 21.23883  C47 1.443, P49 1.585
49 P 7.74391 1.19203 19.67117  O48 1.585, O50 1.467, O51 1.608, O53 1.600
50 O 7.92649 2.57255 19.21018  P49 1.467
51 O 8.82756 0.13749 19.12487  P49 1.608, C52 1.427
52 C 8.99078 -0.03271 17.71720  O51 1.427, H58 1.095, H59 1.083, H60 1.093
53 O 6.34542 0.53489 19.25423  P49 1.600, C54 1.413
54 C 6.01088 -0.76254 19.70314  O53 1.413, H61 1.092, H62 1.096, H63 1.087
55 H 8.54206 2.94808 21.60266  C47 1.091
56 H 9.25874 1.57284 22.60261  C47 1.083
57 H 7.58298 2.29269 22.80029  C47 1.087
58 H 8.29120 -0.79545 17.35953  C52 1.095
59 H 10.00896 -0.29857 17.46206  C52 1.083
60 H 8.63059 0.86834 17.21345  C52 1.093
61 H 5.45771 -0.70836 20.64294  C54 1.092
62 H 6.89998 -1.34249 19.97630  C54 1.096
63 H 5.46044 -1.40146 19.01689  C54 1.087
64 C 15.86226 -0.36176 26.81503  O65 1.409, H72 1.096, H73 1.091, H74 1.090
65 O 15.29455 0.57580 27.70053  C64 1.409, P66 1.614
66 P 14.54396 1.90305 27.17177  O65 1.614, O67 1.476, O68 1.594, O70 1.591
67 O 13.84443 1.82332 25.87396  P66 1.476
68 O 13.65783 2.23636 28.45424  P66 1.594, C69 1.444
69 C 12.92133 3.47536 28.37490  O68 1.444, H75 1.086, H76 1.090, H77 1.090
70 O 15.68729 3.00845 27.22900  P66 1.591, C71 1.433
71 C 16.58301 3.19741 26.12651  O70 1.433, H78 1.087, H79 1.086, H80 1.097
72 H 15.82012 -0.08298 25.75607  C64 1.096
73 H 15.33840 -1.31832 26.85750  C64 1.091
74 H 16.91720 -0.48687 27.05776  C64 1.090
75 H 12.04297 3.35106 27.74845  C69 1.086
76 H 13.53186 4.32455 28.06878  C69 1.090
77 H 12.64687 3.67977 29.40947  C69 1.090
78 H 16.84695 4.22964 25.91308  C71 1.087
79 H 16.25097 2.58993 25.29035  C71 1.086
80 H 17.54747 2.79988 26.46746  C71 1.097
81 Cl 9.79096 1.37819 28.07816  C82 1.783
82 C 9.71803 0.99290 26.33887  Cl81 1.783, C83 1.510, H85 1.086, H86 1.090
83 C 9.90447 2.27258 25.55992  C82 1.510, Cl84 1.823, H87 1.089, H88 1.082
84 Cl 8.31132 3.11480 25.28689  C83 1.823
85 H 8.79310 0.49876 26.05593  C82 1.086
86 H 10.54628 0.33585 26.07404  C82 1.090
87 H 10.19861 2.01008 24.54431  C83 1.089
88 H 10.56383 3.05132 25.92121  C83 1.082
89 Cl 5.63060 5.20632 29.06072  C90 1.791
90 C 5.82550 4.22731 27.57395  Cl89 1.791, C91 1.488, H93 1.091, H94 1.086
91 C 4.54451 3.90578 26.88813  C90 1.488, Cl92 1.818, H95 1.085, H96 1.091
92 Cl 3.57853 5.37632 26.43079  C91 1.818
93 H 6.30949 3.27953 27.81240  C90 1.091
94 H 6.48370 4.80336 26.92967  C90 1.086
95 H 3.92054 3.16276 27.37476  C91 1.085
96 H 4.79484 3.52784 25.89558  C91 1.091

Atom charges from the Mulliken analysis, given in e for atoms 1 to 8: -1.034, 0.713, -0.650, 0.115, -0.667, 0.278, 0.334, 0.247

This record from the OMol25 dataset describes a 2-piece molecular cluster, C5H9NO4 overall. The level of theory is wB97M-V/def2-TZVPD.

highest occupied orbital energy = -9.7 eV
energy above the lowest of the compared OMol25 structures with the same formula, charge and spin = 239.0 kJ/mol
structure (SMILES) = NC(=O)[C@@H]1C[C@@H]1O.O=CO
orbital gap = 10.0 eV

Each atom is followed by the atoms it is bonded to, with distances in Å.
Atoms and positions in Å:
1 O 1.18245 2.78940 0.90067  C2 1.383, H10 0.963
2 C -0.02509 2.78881 0.22586  O1 1.383, C3 1.479, C4 1.530, H11 1.094
3 C 0.01485 2.72031 -1.25104  C2 1.479, C4 1.510, H12 1.089, H13 1.091
4 C -0.51468 1.52813 -0.48987  C2 1.530, C3 1.510, C5 1.488, H14 1.091
5 C 0.31046 0.29249 -0.41016  C4 1.488, O6 1.219, N7 1.381
6 O 1.38979 0.14903 -0.95792  C5 1.219
7 N -0.28515 -0.74346 0.28289  C5 1.381, H15 1.015, H17 1.070
8 C 0.48042 -3.97333 0.73717  O9 1.206, H16 1.108, O18 1.391
9 O 1.67992 -4.06974 0.66074  C8 1.206
10 H 1.06966 2.36306 1.75726  O1 0.963
11 H -0.81610 3.38276 0.69245  C2 1.094
12 H -0.69345 3.31125 -1.83034  C3 1.089
13 H 1.00185 2.58426 -1.69613  C3 1.091
14 H -1.59411 1.37086 -0.46422  C4 1.091
15 H -1.03998 -0.46074 0.89932  N7 1.015
16 H -0.07649 -3.90870 1.69253  C8 1.108
17 H -0.50074 -1.64926 -0.24511  N7 1.070
18 O -0.33968 -4.09249 -0.37973  C8 1.391, H19 0.983
19 H -1.24395 -4.38264 -0.12436  O18 0.983

Atom charges from the natural (NBO) analysis, given in e for atoms 1 to 8: -0.686, 0.113, -0.416, -0.387, 0.667, -0.558, -0.869, 0.635

This record from the OMol25 dataset describes the molecule C3Cl3F2N. The level of theory is wB97M-V/def2-TZVPD.

highest occupied orbital energy = -10.2 eV
energy above the lowest of the compared OMol25 structures with the same formula, charge and spin = 16.3 kJ/mol
structure (SMILES) = FC(F)(Cl)C(Cl)=C=NCl
orbital gap = 9.5 eV

Each atom is followed by the atoms it is bonded to, with distances in Å.
Atoms and positions in Å:
1 C 0.14355 -0.47274 1.08952  C2 1.276, N4 1.201
2 C -0.48539 -0.22381 0.00755  C1 1.276, C3 1.462, Cl8 1.720
3 C 0.10329 0.31989 -1.21547  C2 1.462, F5 1.359, F6 1.344, Cl9 1.757
4 N 0.85701 -0.65622 2.03791  C1 1.201, Cl7 1.746
5 F 1.44369 0.54012 -1.18245  C3 1.359
6 F -0.49914 1.50826 -1.39371  C3 1.344
7 Cl 0.66863 0.53008 3.30507  N4 1.746
8 Cl -2.09652 -0.82526 -0.03728  C2 1.720
9 Cl -0.13513 -0.72032 -2.61115  C3 1.757

Atom charges from the natural (NBO) analysis, given in e for atoms 1 to 8: 0.374, -0.267, 0.645, -0.347, -0.308, -0.309, 0.131, 0.079

This record from the OMol25 dataset describes the molecule C2H6I2Si2. The level of theory is wB97M-V/def2-TZVPD.

highest occupied orbital energy = -8.5 eV
energy above the lowest of the compared OMol25 structures with the same formula, charge and spin = 137.1 kJ/mol
structure (SMILES) = C=[SiH]C[SiH](I)I
orbital gap = 8.4 eV

Each atom is followed by the atoms it is bonded to, with distances in Å.
Atoms and positions in Å:
1 C -0.98926 -2.15151 -0.13350  Si3 1.759, H7 1.090, H8 1.060
2 C 0.30070 0.69687 0.87211  Si3 1.921, Si4 1.919, H9 1.046, H10 1.136
3 Si -0.96405 -0.74762 0.92626  C1 1.759, C2 1.921, H11 1.517
4 Si 1.01794 0.98793 -0.88397  C2 1.919, I5 2.524, I6 2.431, H12 1.481
5 I 2.24962 3.17428 -0.61397  Si4 2.524
6 I -0.67739 1.33837 -2.59014  Si4 2.431
7 H -1.45645 -3.02275 0.32529  C1 1.090
8 H -0.67179 -2.03796 -1.13815  C1 1.060
9 H -0.17817 1.57294 1.18541  C2 1.046
10 H 1.22929 0.47943 1.48846  C2 1.136
11 H -1.98941 -0.47906 2.01214  Si3 1.517
12 H 2.12897 0.18909 -1.44993  Si4 1.481

Atom charges from the natural (NBO) analysis, given in e for atoms 1 to 8: -1.133, -1.363, 1.237, 0.924, -0.247, -0.160, 0.243, 0.233

LUMO energy for every record listed, in sequence, given in eV: 0.11 0.26 -0.72 -0.11.